Record 1
ORCA calculation (ωB97M-V/def2-TZVPD) on 2 unconnected molecules or ions with the total composition C3H8O2P in a non-equilibrium geometry.

Structure (ORCA input):
```
! RIJCOSX wB97M-V def2-TZVPD def2/J DEFGRID3
* xyz -1 1
C 1.39 -0.62 -0.65
C -0.08 -0.48 -0.79
C -1.04 0.57 1.36
O -3.07 1.73 2.56
O -3.57 0.71 0.29
P -2.62 1.42 1.17
H 1.83 0.24 -0.14
H 1.66 -1.52 -0.11
H 1.86 -0.67 -1.65
H -0.70 -1.36 -0.78
H -0.44 0.34 -1.39
H -1.16 -0.39 1.86
H -0.18 1.13 1.70
H -2.17 2.61 0.56
*
```

Output
Orbital gap (spin up / spin down), eV: 8.0 / 7.7
Energy relative to the best compared isomer or geometry (same formula, charge and spin), kJ/mol: 333.95
HOMO level (spin up / spin down), eV: -4.21 / -3.96

***

Record 2
ORCA calculation (ωB97M-V/def2-TZVPD) on 2 unconnected molecules or ions with the total composition C3H8O2S in a non-equilibrium geometry.

Structure (ORCA input):
```
! RIJCOSX wB97M-V def2-TZVPD def2/J DEFGRID3
* xyz -1 2
C 0.05 0.23 -0.39
O -0.10 -0.86 -1.24
C -1.03 0.21 0.70
C -0.60 1.28 1.78
S 0.37 0.73 3.15
H -0.10 1.19 -0.92
H 0.99 0.18 0.16
H -2.04 0.40 0.34
H -1.07 -0.72 1.26
H -0.03 2.08 1.32
H -1.58 1.64 2.10
H 0.71 -1.15 -1.69
H 1.82 -2.87 -3.38
O 2.59 -2.34 -3.16
*
```

Output
Orbital gap (spin up / spin down), eV: 5.2 / 2.6
Energy relative to the best compared isomer or geometry (same formula, charge and spin), kJ/mol: 119.74
HOMO level (spin up / spin down), eV: -2.38 / -2.37

***

Record 3
ORCA calculation (ωB97M-V/def2-TZVPD) on 2 unconnected molecules or ions with the total composition C3H8O2S in a non-equilibrium geometry.

Structure (ORCA input):
```
! RIJCOSX wB97M-V def2-TZVPD def2/J DEFGRID3
* xyz -2 1
C -0.10 -0.37 0.53
O 0.55 -1.59 0.37
C 0.69 0.76 -0.18
C -0.01 2.11 -0.37
S 1.05 3.50 -0.80
H -1.15 -0.34 0.22
H -0.22 -0.06 1.60
H 0.93 0.58 -1.22
H 1.52 0.98 0.55
H -0.62 2.30 0.52
H -0.66 1.94 -1.26
H -0.17 -2.36 0.36
H -0.64 -3.91 -0.50
O -1.19 -3.51 0.19
*
```

Output
Orbital gap, eV: 5.8
Energy relative to the best compared isomer or geometry (same formula, charge and spin), kJ/mol: 39.29
HOMO level, eV: 0.19

***

Record 4
ORCA calculation (ωB97M-V/def2-TZVPD) on 2 unconnected molecules or ions with the total composition C3H8O2S in a non-equilibrium geometry.

Structure (ORCA input):
```
! RIJCOSX wB97M-V def2-TZVPD def2/J DEFGRID3
* xyz -2 1
C -0.55 -0.26 1.02
O -1.37 -1.41 0.91
C -0.53 0.66 -0.43
C 0.72 1.66 -0.40
S 1.36 2.91 -1.80
H 0.59 -0.50 1.21
H -0.97 0.54 1.86
H -0.46 0.00 -1.35
H -1.30 1.38 -0.56
H 0.58 2.44 0.38
H 1.61 1.10 -0.03
H -0.39 -2.37 0.22
H 0.40 -2.97 -1.00
O 0.30 -3.18 -0.03
*
```

Output
Orbital gap, eV: 5.7
Energy relative to the best compared isomer or geometry (same formula, charge and spin), kJ/mol: 142.66
HOMO level, eV: 0.45

***

Record 5
ORCA calculation (ωB97M-V/def2-TZVPD) on a single C3H8O2S molecule in a non-equilibrium geometry.

Structure (ORCA input):
```
! RIJCOSX wB97M-V def2-TZVPD def2/J DEFGRID3
* xyz 0 1
C -0.91 0.01 1.74
C 0.38 -0.49 1.19
S 0.64 0.31 -0.30
C -0.47 0.03 -1.78
O 0.82 1.71 -0.04
O 2.02 -0.23 -0.85
H -1.70 -0.26 1.05
H -1.26 -0.34 2.76
H -0.64 1.15 1.72
H 0.47 -1.64 1.03
H -0.90 0.89 -2.27
H 0.02 -0.79 -2.37
H -1.28 -0.54 -1.36
H 2.81 0.18 -0.50
*
```

Output
Orbital gap, eV: 8.3
SMILES: CC=[S@@](C)(=O)O
Energy relative to the best compared isomer or geometry (same formula, charge and spin), kJ/mol: 412.61
HOMO level, eV: -7.71

***

Record 6
ORCA calculation (ωB97M-V/def2-TZVPD) on 2 unconnected molecules or ions with the total composition C3H8O2S in a non-equilibrium geometry.

Structure (ORCA input):
```
! RIJCOSX wB97M-V def2-TZVPD def2/J DEFGRID3
* xyz 0 1
O -3.19 -2.12 -1.28
C -2.14 -1.56 -1.33
O -1.09 -2.19 -0.78
H -2.03 -0.42 -1.47
H -1.21 -2.03 0.17
C 1.48 1.87 -0.50
S 0.39 1.83 0.99
C 0.72 0.03 1.57
H 0.88 1.91 -1.44
H 2.16 2.73 -0.56
H 1.92 0.87 -0.51
H 1.15 -0.56 0.69
H -0.32 -0.45 1.79
H 1.25 0.10 2.64
*
```

Output
Orbital gap, eV: 9.4
SMILES: O=CO.CSC
Energy relative to the best compared isomer or geometry (same formula, charge and spin), kJ/mol: 197.09
HOMO level, eV: -8.84

***

Record 7
ORCA calculation (ωB97M-V/def2-TZVPD) on 2 unconnected molecules or ions with the total composition C3H8O2S2 in a non-equilibrium geometry.

Structure (ORCA input):
```
! RIJCOSX wB97M-V def2-TZVPD def2/J DEFGRID3
* xyz 0 1
C 1.26 2.10 -0.15
S 1.68 0.80 -1.34
S 2.79 -0.48 -0.21
C 1.52 -1.50 0.57
H 0.69 2.87 -0.69
H 2.17 2.57 0.27
H 0.64 1.71 0.68
H 0.85 -0.91 1.22
H 0.90 -2.01 -0.19
H 2.03 -2.26 1.18
O -2.73 -0.02 0.94
C -3.23 -0.60 0.01
O -2.62 -0.82 -1.18
H -4.24 -1.03 -0.01
H -1.71 -0.42 -1.10
*
```

Output
Orbital gap, eV: 9.7
SMILES: CSSC.O=CO
Energy relative to the best compared isomer or geometry (same formula, charge and spin), kJ/mol: 43.79
HOMO level, eV: -9.07

***

Record 8
ORCA calculation (ωB97M-V/def2-TZVPD) on 2 unconnected molecules or ions with the total composition C3H8O3 in a non-equilibrium geometry.

Structure (ORCA input):
```
! RIJCOSX wB97M-V def2-TZVPD def2/J DEFGRID3
* xyz 0 1
O -1.09 -1.26 0.89
C -0.48 -1.12 -0.14
C -0.14 0.28 -0.52
C 0.97 0.44 -1.60
O 2.24 0.03 -1.32
H -0.12 -2.04 -0.65
H -1.07 0.79 -0.80
H 0.11 0.76 0.46
H 0.78 -0.14 -2.56
H 0.90 1.55 -1.94
H 2.38 -0.07 -0.28
O -1.14 0.47 2.93
H -1.29 -0.26 2.29
H -2.03 0.58 3.21
*
```

Output
Orbital gap, eV: 10.8
SMILES: O=CCCO.O
Energy relative to the best compared isomer or geometry (same formula, charge and spin), kJ/mol: 189.60
HOMO level, eV: -10.17